Entry 1:
DFT (the ωB97M-V functional and the def2-TZVPD basis) results for C5H8O in the gas phase.

```
14
Properties=species:S:1:pos:R:3:forces:R:3:lowdin_charge:R:1
C -0.88859 -0.97579 -0.35825 -0.15 0.05 -0.12 -0.2183
C -1.35115 0.42598 0.03669 -0.05 0.06 -0.07 -0.2221
C -0.29586 1.50718 -0.00079 0.08 -0.33 -0.08 0.0138
C 1.01926 0.95721 0.18101 -0.06 0.10 -0.12 -0.2149
C 1.35935 -0.52815 0.05415 0.11 0.15 0.03 -0.2117
O 0.26359 -1.35006 0.37453 0.01 -0.05 0.04 -0.1415
H -1.64982 -1.73222 -0.14627 0.09 0.13 -0.03 0.1224
H -0.67126 -1.00686 -1.43959 -0.01 -0.03 0.14 0.1258
H -2.18397 0.75975 -0.59358 0.05 -0.07 0.08 0.1043
H -1.76147 0.41353 1.05872 0.09 0.07 -0.14 0.1226
H 0.66328 1.27735 1.23242 0.22 -0.19 0.24 0.1586
H 1.87192 1.62301 0.01023 -0.19 -0.05 -0.05 0.1100
H 2.17230 -0.80678 0.73156 -0.11 0.07 -0.08 0.1239
H 1.70546 -0.72793 -0.97703 -0.09 0.09 0.17 0.1270
```
Forces are in eV/Å.

The charge is 0. The LUMO energy comes out at 0.65 eV. For the energy relative to the best compared isomer or geometry (same formula, charge and spin), the calculation gives 396.6 kJ/mol. The calculation puts the max |F| at 0.0074 hartree/bohr.



Entry 2:
DFT (the ωB97M-V functional and the def2-TZVPD basis) results for a molecular structure, C5H8O at a distorted geometry.

```
14
Properties=species:S:1:pos:R:3:forces:R:3:lowdin_charge:R:1
C -1.23508 -0.06096 1.56686 0.42 -0.24 -0.05 -0.0948
C -0.49727 -0.37543 0.25081 0.79 -0.54 -0.05 -0.1909
C 0.08729 0.75569 -0.52402 -0.31 0.58 -0.71 -0.3167
C 1.04138 0.09064 -1.46113 0.93 -1.23 0.79 -0.1187
C 1.37076 -1.05684 -0.20285 -0.31 1.77 0.20 -0.1281
O 2.34090 -1.49003 0.32375 -1.75 0.48 -0.97 0.0895
H -1.27130 -0.93790 2.21774 0.07 0.04 -0.03 0.0662
H -0.76073 0.75512 2.12607 0.08 -0.22 -0.15 0.0683
H -2.29114 0.24626 1.42252 0.53 -0.18 -0.35 0.0786
H -1.06719 -1.07771 -0.36223 0.08 0.14 -0.03 0.1029
H -0.47709 1.26536 -1.30776 -1.14 0.58 0.75 0.1164
H 0.56252 1.48031 0.15090 -0.04 -0.13 -0.29 0.1242
H 0.47448 -0.42139 -2.25735 0.31 -0.04 0.42 0.0977
H 1.72245 0.82689 -1.94331 0.35 -1.02 0.47 0.1054
```
Forces are in eV/Å.

The charge is 0. The LUMO energy comes out at 1.05 eV. For the energy relative to the best compared isomer or geometry (same formula, charge and spin), the calculation gives 295.2 kJ/mol. The calculation puts the max |F| at 0.0401 hartree/bohr.



Entry 3:
DFT (the ωB97M-V functional and the def2-TZVPD basis) results for C5H8O in the gas phase at a distorted geometry.

```
14
Properties=species:S:1:pos:R:3:forces:R:3:lowdin_charge:R:1
C -1.28300 2.01270 0.05071 0.70 2.07 1.83 0.0406
C -0.35312 1.19022 0.53961 -4.26 2.14 1.47 -0.1804
C -0.30716 0.03414 -0.24087 0.47 -1.92 -1.52 -0.4217
C 1.11799 -0.39783 -0.29574 0.07 -4.82 0.67 -0.0587
C -1.03520 -1.25294 0.35288 2.25 6.59 1.50 -0.2628
O -1.33469 -2.03033 -0.41360 -2.60 -5.70 -3.97 0.1220
H -1.74117 2.89384 0.47417 0.25 0.10 0.54 0.0598
H -1.55193 1.85134 -0.93447 -0.73 -0.06 -1.86 0.0317
H -0.22453 1.05800 1.59603 0.90 0.63 0.54 0.1156
H -0.79418 0.29105 -1.22611 0.84 -1.16 0.80 0.1515
H 1.69272 -0.25642 -1.19178 0.19 0.45 -0.26 0.0737
H 0.85415 -1.56327 -0.24042 2.39 1.86 -0.42 0.1114
H 1.66425 -0.16356 0.64456 -0.21 0.03 -0.84 0.0930
H -1.12222 -1.32160 1.41427 -0.24 -0.23 1.51 0.1241
```
Forces are in eV/Å.

The charge is 0. The LUMO energy comes out at 1.06 eV. For the energy relative to the best compared isomer or geometry (same formula, charge and spin), the calculation gives 332.8 kJ/mol. As for the SMILES: C=C[C@@H](C)C=O. The calculation puts the max |F| at 0.1442 hartree/bohr.



Entry 4:
DFT (the ωB97M-V functional and the def2-TZVPD basis) results for a molecular structure, C5H8O at a distorted geometry.

```
14
Properties=species:S:1:pos:R:3:forces:R:3:lowdin_charge:R:1
C 0.13633 0.94600 -0.96919 0.13 -0.19 -0.39 -0.0894
C -1.00685 0.02046 -0.56920 0.23 -0.32 -0.48 -0.3488
C -0.28578 -1.20395 0.03213 -0.04 -0.29 -0.12 -0.1338
C 0.74194 -0.48187 0.93094 -0.19 0.02 0.06 -0.1410
C 0.36027 0.93225 0.52883 -1.04 0.19 0.37 -0.1766
O -1.26990 0.82743 0.58622 2.10 0.43 0.60 -0.0792
H 0.84204 0.48117 -1.65439 0.53 0.25 0.12 0.1142
H -0.13678 1.96417 -1.26638 -0.30 -0.48 -0.23 0.1200
H -1.78610 -0.23638 -1.29709 -0.31 0.41 0.58 0.1459
H -0.94790 -1.83840 0.62227 -0.13 0.06 -0.24 0.1113
H 0.17647 -1.79062 -0.76368 0.05 -0.16 0.13 0.1083
H 0.58061 -0.57897 2.00653 -0.17 -0.29 -0.13 0.1101
H 1.77366 -0.80896 0.73308 -0.22 0.53 -0.11 0.1165
H 0.84216 1.76186 1.06669 -0.66 -0.16 -0.14 0.1425
```
Forces are in eV/Å.

The charge is 0. The LUMO energy comes out at 1.12 eV. For the energy relative to the best compared isomer or geometry (same formula, charge and spin), the calculation gives 190.0 kJ/mol. The calculation puts the max |F| at 0.0432 hartree/bohr.



Entry 5:
DFT (the ωB97M-V functional and the def2-TZVPD basis) results for a molecular structure, C5H8O.

```
14
Properties=species:S:1:pos:R:3:forces:R:3:lowdin_charge:R:1
C 0.51633 0.19281 -1.61439 -0.02 0.15 -0.14 -0.1130
C 0.46889 -1.21776 -1.10901 -0.02 -0.20 -0.01 -0.1137
C 0.56969 -0.07401 -0.13619 0.05 0.06 0.17 -0.2604
C -0.61352 0.24101 0.71386 -0.04 -0.18 -0.14 -0.3993
C -0.55139 0.13105 2.18804 -0.25 -0.28 -0.06 0.0808
O -0.67763 1.59663 1.23024 0.16 0.09 0.14 -0.0589
H -0.39799 0.62105 -2.01807 0.14 -0.08 0.09 0.1051
H 1.42384 0.53862 -2.09990 -0.14 -0.07 0.10 0.1003
H 1.34231 -1.84948 -1.23847 -0.14 0.13 0.02 0.1002
H -0.47757 -1.74997 -1.17017 0.14 0.12 0.02 0.1026
H 1.52288 0.06516 0.36897 -0.14 -0.03 -0.09 0.1441
H -1.57004 0.04172 0.22346 0.13 -0.02 0.08 0.1517
H -1.56288 0.01727 2.60259 0.16 0.04 -0.06 0.0499
H 0.00706 1.44591 2.05904 -0.03 0.28 -0.12 0.1106
```
Forces are in eV/Å.

The charge is 0. The LUMO energy comes out at 0.88 eV. For the energy relative to the best compared isomer or geometry (same formula, charge and spin), the calculation gives 510.1 kJ/mol. The calculation puts the max |F| at 0.0074 hartree/bohr.



Entry 6:
DFT (the ωB97M-V functional and the def2-TZVPD basis) results for C5H8O in the gas phase.

```
14
Properties=species:S:1:pos:R:3:forces:R:3:lowdin_charge:R:1
C -2.31491 0.95947 -0.39762 -0.09 0.14 -0.03 -0.1137
C -1.46261 -0.29498 -0.27398 -0.10 -0.09 0.03 -0.2698
C -0.01868 -0.08196 -0.25527 0.53 -0.11 0.09 -0.0370
C 1.18223 -0.11520 -0.16057 -0.59 -0.22 -0.01 -0.0066
C 2.55126 -0.55204 0.11033 0.02 -0.12 -0.35 -0.2790
O 3.02944 -0.14938 1.37901 0.12 0.10 0.05 -0.0596
H -2.14346 1.45945 -1.35302 -0.02 -0.02 0.08 0.0749
H -3.37208 0.69289 -0.32817 0.07 0.09 -0.03 0.0702
H -2.08287 1.66507 0.40320 -0.03 -0.05 -0.07 0.0752
H -1.70673 -0.81710 0.65826 -0.06 0.03 -0.10 0.1151
H -1.68745 -0.99759 -1.08475 -0.02 0.11 0.07 0.1156
H 3.25892 -0.20781 -0.64709 -0.05 0.07 0.08 0.1151
H 2.50038 -1.64837 0.03834 0.25 0.10 0.09 0.1204
H 2.26656 0.08754 1.91132 -0.03 -0.01 0.11 0.0792
```
Forces are in eV/Å.

The charge is 0. The LUMO energy comes out at 0.90 eV. For the energy relative to the best compared isomer or geometry (same formula, charge and spin), the calculation gives 214.4 kJ/mol. As for the SMILES: CCC#CCO. The calculation puts the max |F| at 0.0122 hartree/bohr.



Entry 7:
DFT (the ωB97M-V functional and the def2-TZVPD basis) results for C5H8O in the gas phase.

```
14
Properties=species:S:1:pos:R:3:forces:R:3:lowdin_charge:R:1
C -1.36008 -0.12619 -0.08583 -0.01 0.05 -0.01 -0.3030
C -1.39982 1.39088 0.24386 0.01 -0.01 -0.04 -0.1068
C -0.26163 -0.76516 0.70800 0.02 0.08 -0.52 0.0935
C 0.87826 -1.11147 -0.09967 -0.40 0.03 -0.06 -0.3360
C 2.12701 -0.47588 0.46037 0.22 0.28 0.10 -0.1177
O 1.93661 -1.84573 0.53506 0.10 -0.02 0.02 -0.0322
H -1.31543 -0.24910 -1.18614 0.07 -0.03 0.29 0.1001
H -2.30898 -0.56209 0.26240 0.24 0.06 -0.01 0.1082
H -2.38909 1.79760 0.00480 0.24 -0.07 0.03 0.0697
H -0.65582 1.92982 -0.35605 -0.13 -0.11 0.21 0.0723
H -1.19270 1.56828 1.30515 -0.07 -0.04 -0.21 0.0711
H 0.86618 -1.24003 -1.19046 -0.08 0.00 0.25 0.1452
H 2.85355 -0.11533 -0.27289 -0.22 -0.09 0.14 0.1195
H 2.06893 0.06871 1.40315 0.00 -0.13 -0.19 0.1159
```
Forces are in eV/Å.

The charge is 0. The LUMO energy comes out at -0.09 eV. For the energy relative to the best compared isomer or geometry (same formula, charge and spin), the calculation gives 469.4 kJ/mol. The calculation puts the max |F| at 0.0103 hartree/bohr.



Entry 8:
DFT (the ωB97M-V functional and the def2-TZVPD basis) results for C5H8O in the gas phase at a distorted geometry.

```
14
Properties=species:S:1:pos:R:3:forces:R:3:lowdin_charge:R:1
O -2.20338 0.71273 -0.00384 0.03 -0.73 0.57 -0.0518
C -0.93360 0.14873 -0.33900 0.69 -0.57 0.00 -0.2917
C 0.16396 1.11532 0.08845 0.03 0.02 0.04 -0.1801
C 1.42209 0.31337 0.13549 0.14 -0.05 0.07 -0.1159
C 1.20682 -0.99662 0.15357 -0.01 0.27 -0.07 -0.1279
C -0.25056 -1.38640 0.04915 -0.40 0.64 -0.28 -0.0819
H -2.07411 1.65345 0.20708 0.05 -0.67 -0.01 0.0849
H -0.97787 0.00074 -1.42105 0.32 0.25 0.00 0.1287
H -0.08978 1.44378 1.11016 0.11 0.07 -0.12 0.1264
H 0.23317 2.01991 -0.53021 -0.11 -0.26 -0.05 0.1202
H 2.39346 0.78392 0.21758 0.02 -0.08 0.09 0.0992
H 2.01457 -1.70305 0.35078 -0.33 -0.04 -0.31 0.1020
H -0.48513 -1.95033 -0.85464 0.31 -0.08 -0.10 0.0833
H -0.41964 -2.15555 0.83648 -0.85 1.22 0.18 0.1047
```
Forces are in eV/Å.

The charge is 0. The LUMO energy comes out at 1.02 eV. For the energy relative to the best compared isomer or geometry (same formula, charge and spin), the calculation gives 184.0 kJ/mol. As for the SMILES: OC1CC=CC1. The calculation puts the max |F| at 0.0290 hartree/bohr.